(1)
DFT (ωB97M-V/def2-TZVPD) results for 2 unconnected molecules or ions with the total composition C10H21N3O in a non-equilibrium geometry.

CARTESIAN COORDINATES (ANGSTROEM)
C (3.11, 0.89, 0.09)
C (0.66, -1.49, -0.20)
C (2.66, 1.34, 1.50)
C (2.72, 1.75, -1.05)
C (0.32, -2.50, -1.32)
C (-3.26, 0.97, -0.74)
C (-2.77, -1.37, 0.09)
C (-2.13, 0.67, 1.61)
C (-0.90, 0.26, -0.61)
C (-2.20, 0.13, 0.13)
N (4.20, 0.29, 0.01)
N (5.05, -0.46, 0.26)
N (0.20, -0.40, 0.12)
O (1.71, -2.04, 0.42)
H (3.40, 1.17, 2.31)
H (1.87, 0.67, 1.52)
H (2.32, 2.36, 1.68)
H (1.55, 1.99, -1.12)
H (2.98, 1.39, -2.08)
H (3.13, 2.78, -0.88)
H (-0.39, -3.13, -0.83)
H (1.10, -3.12, -1.57)
H (-0.34, -2.15, -2.11)
H (-4.22, 0.88, -0.22)
H (-2.84, 2.06, -0.71)
H (-3.38, 0.63, -1.79)
H (-2.16, -1.99, 0.87)
H (-3.77, -1.29, 0.61)
H (-2.71, -1.83, -0.86)
H (-2.96, 1.26, 1.86)
H (-1.18, 1.19, 1.73)
H (-2.11, -0.29, 2.29)
H (-0.61, 1.32, -0.72)
H (-1.04, -0.18, -1.59)
H (1.99, -1.73, 1.29)

Calculated values
**Relative energy (zero: lowest compared OMol25 entry of this formula, charge and spin)**: 4.244 eV
**HOMO-LUMO gap**: 8.38 eV
**Charge**: 0
**E_LUMO**: 0.6917 eV
**Calculated total energy**: -632.99334 a.u.

Löwdin atomic charge list, values in e, 2 entries: atom 1 (C): -0.4250, atom 2 (C): -0.4741

---

(2)
DFT (ωB97M-V/def2-TZVPD) results for C5H14N3 in the gas phase in a non-equilibrium geometry.

CARTESIAN COORDINATES (ANGSTROEM)
C (-0.91, 1.01, 2.40)
C (-0.72, 0.13, 1.18)
C (0.09, 0.74, 0.09)
C (0.72, -0.24, -0.95)
C (1.92, 0.07, -1.46)
N (2.62, -0.58, -2.46)
N (-0.05, -1.48, -1.13)
N (-2.19, -0.16, 0.64)
H (-1.54, 0.69, 3.24)
H (-1.28, 1.97, 2.04)
H (0.08, 1.20, 2.83)
H (-0.49, -0.92, 1.37)
H (-0.43, 1.42, -0.61)
H (0.92, 1.39, 0.43)
H (2.22, 1.08, -1.20)
H (3.60, -0.30, -2.51)
H (2.59, -1.59, -2.39)
H (-0.22, -1.57, -2.13)
H (0.56, -2.23, -0.82)
H (-2.01, -0.55, -0.30)
H (-2.75, -0.82, 1.20)
H (-2.73, 0.73, 0.54)

Calculated values
**Relative energy (zero: lowest compared OMol25 entry of this formula, charge and spin)**: 1.692 eV
**HOMO-LUMO gap (alpha / beta)**: 3.54 / 9.03 eV
**Spin multiplicity**: 2
**Charge**: 0
**E_LUMO (alpha / beta)**: 0.6178 / 0.4755 eV
**Calculated total energy**: -363.02072 a.u.

Löwdin atomic charge list, values in e, 2 entries: atom 1 (C): -0.1188, atom 2 (C): -0.3868

---

(3)
DFT (ωB97M-V/def2-TZVPD) results for 8 unconnected molecules or ions with the total composition C11H38O8 in a non-equilibrium geometry.

CARTESIAN COORDINATES (ANGSTROEM)
C (-4.12, 0.09, -3.10)
C (-2.67, 0.43, -3.18)
O (-1.88, 0.01, -2.11)
H (-4.30, -0.98, -3.02)
H (-4.58, 0.37, -4.05)
H (-4.63, 0.69, -2.34)
H (-2.47, 1.49, -3.19)
H (-2.21, 0.06, -4.05)
H (-0.98, 0.29, -2.39)
C (0.80, 2.41, -1.37)
C (1.82, 1.32, -1.66)
O (0.92, 0.23, -1.94)
H (1.22, 3.19, -0.73)
H (-0.06, 2.11, -0.87)
H (0.40, 2.97, -2.22)
H (2.47, 1.05, -0.85)
H (2.51, 1.55, -2.47)
H (1.42, -0.61, -1.82)
C (1.00, 1.68, 2.06)
C (2.20, 2.56, 1.92)
O (3.32, 2.26, 2.78)
H (0.56, 1.94, 2.99)
H (1.14, 0.64, 1.94)
H (0.34, 1.96, 1.23)
H (1.95, 3.61, 2.00)
H (2.58, 2.40, 0.88)
H (3.33, 2.79, 3.58)
C (-0.68, -1.45, 0.67)
O (-1.79, -0.60, 0.47)
H (-0.85, -2.33, 0.01)
H (-0.64, -1.82, 1.70)
H (0.35, -1.17, 0.46)
H (-1.80, -0.42, -0.50)
C (-0.60, -3.56, -2.60)
O (0.30, -4.27, -1.74)
H (-0.59, -4.01, -3.59)
H (-0.18, -2.58, -2.78)
H (-1.64, -3.44, -2.33)
H (0.73, -3.53, -1.32)
C (2.81, -2.28, -2.24)
O (2.15, -2.12, -1.03)
H (2.07, -2.59, -3.01)
H (3.41, -3.17, -2.24)
H (3.28, -1.33, -2.58)
H (2.79, -2.03, -0.25)
C (-2.54, 1.71, 2.90)
O (-3.37, 1.35, 1.80)
H (-1.82, 2.47, 2.60)
H (-1.82, 0.96, 3.26)
H (-3.13, 2.12, 3.72)
H (-2.91, 0.61, 1.35)
C (0.81, -0.73, 5.00)
O (1.42, 0.55, 4.85)
H (0.02, -0.77, 5.73)
H (1.56, -1.55, 5.17)
H (0.25, -0.96, 4.09)
H (2.26, 0.45, 4.43)

Calculated values
**Relative energy (zero: lowest compared OMol25 entry of this formula, charge and spin)**: 3.752 eV
**HOMO-LUMO gap**: 9.33 eV
**Charge**: 0
**SMILES**: CCO.CCO.CCO.CO.CO.CO.CO.CO
**E_LUMO**: 0.0564 eV
**Calculated total energy**: -1043.65040 a.u.

Löwdin atomic charge list, values in e, 2 entries: atom 1 (C): -0.0603, atom 2 (C): -0.3237

---

(4)
DFT (ωB97M-V/def2-TZVPD) results for a molecular structure, C30H26Cl2N3O4RuS2 in a non-equilibrium geometry.

CARTESIAN COORDINATES (ANGSTROEM)
Ru (-0.55, -0.35, 0.80)
C (-1.14, 0.51, 3.64)
N (-0.24, -0.42, 2.96)
C (-0.47, -1.80, 3.42)
C (1.17, -0.07, 3.22)
C (2.02, -0.67, 2.14)
C (3.39, -0.83, 2.23)
C (4.09, -1.33, 1.14)
C (3.42, -1.68, -0.03)
C (2.05, -1.51, -0.13)
C (1.36, -1.00, 0.95)
H (-0.83, 0.66, 4.69)
H (-2.16, 0.14, 3.62)
H (-1.12, 1.48, 3.13)
H (-0.24, -1.88, 4.49)
H (0.16, -2.49, 2.87)
H (-1.51, -2.09, 3.27)
H (1.48, -0.40, 4.22)
H (1.26, 1.02, 3.17)
H (3.91, -0.55, 3.13)
H (5.16, -1.42, 1.20)
H (3.98, -2.08, -0.86)
H (1.52, -1.77, -1.04)
O (-0.69, -3.36, -2.39)
S (-1.02, -3.55, -1.02)
O (-0.04, -4.10, -0.14)
N (-1.49, -2.08, -0.31)
C (-2.68, -2.19, 0.24)
S (-3.18, -1.02, 1.33)
C (-3.42, -3.41, -0.07)
C (-4.72, -3.74, 0.29)
C (-5.20, -4.98, -0.07)
C (-4.41, -5.88, -0.78)
C (-3.10, -5.56, -1.13)
C (-2.63, -4.32, -0.77)
H (-5.33, -3.03, 0.83)
H (-6.21, -5.27, 0.20)
H (-4.80, -6.85, -1.05)
H (-2.46, -6.25, -1.66)
Cl (1.46, 1.92, 0.26)
C (2.46, 1.79, -1.14)
C (3.77, 1.36, -1.02)
C (4.54, 1.19, -2.16)
C (4.00, 1.41, -3.42)
C (2.69, 1.84, -3.54)
Cl (2.00, 2.14, -5.09)
C (1.91, 2.09, -2.40)
N (0.64, 2.61, -2.52)
C (0.19, 3.65, -1.75)
C (1.08, 4.66, -1.35)
C (0.64, 5.73, -0.61)
C (-0.69, 5.82, -0.24)
C (-1.58, 4.82, -0.62)
C (-1.17, 3.74, -1.37)
C (-2.09, 2.60, -1.66)
C (-1.54, 1.47, -0.77)
O (-0.80, 0.60, -1.28)
O (-1.76, 1.53, 0.46)
H (4.17, 1.15, -0.05)
H (5.57, 0.87, -2.06)
H (4.60, 1.26, -4.31)
H (-0.03, 2.09, -3.08)
H (2.11, 4.59, -1.66)
H (1.33, 6.51, -0.33)
H (-1.04, 6.66, 0.33)
H (-2.61, 4.88, -0.31)
H (-2.08, 2.28, -2.70)
H (-3.10, 2.84, -1.34)

Calculated values
**Relative energy (zero: lowest compared OMol25 entry of this formula, charge and spin)**: 2.753 eV
**HOMO-LUMO gap (alpha / beta)**: 4.15 / 4.22 eV
**Charge**: +1
**E_LUMO (alpha / beta)**: -5.8254 / -5.7518 eV
**Calculated total energy**: -3435.39504 a.u.

Löwdin atomic charge list, values in e, 2 entries: atom 1 (Ru): 1.3585, atom 2 (C): -0.0759

---

> Which of these has the highest charge?

C30H26Cl2N3O4RuS2

---

> Number 1 is which compound?

C10H21N3O

---

Repeat the second record exactly.
DFT (ωB97M-V/def2-TZVPD) results for C5H14N3 in the gas phase in a non-equilibrium geometry.

CARTESIAN COORDINATES (ANGSTROEM)
C (-0.91, 1.01, 2.40)
C (-0.72, 0.13, 1.18)
C (0.09, 0.74, 0.09)
C (0.72, -0.24, -0.95)
C (1.92, 0.07, -1.46)
N (2.62, -0.58, -2.46)
N (-0.05, -1.48, -1.13)
N (-2.19, -0.16, 0.64)
H (-1.54, 0.69, 3.24)
H (-1.28, 1.97, 2.04)
H (0.08, 1.20, 2.83)
H (-0.49, -0.92, 1.37)
H (-0.43, 1.42, -0.61)
H (0.92, 1.39, 0.43)
H (2.22, 1.08, -1.20)
H (3.60, -0.30, -2.51)
H (2.59, -1.59, -2.39)
H (-0.22, -1.57, -2.13)
H (0.56, -2.23, -0.82)
H (-2.01, -0.55, -0.30)
H (-2.75, -0.82, 1.20)
H (-2.73, 0.73, 0.54)

Calculated values
**Relative energy (zero: lowest compared OMol25 entry of this formula, charge and spin)**: 1.692 eV
**HOMO-LUMO gap (alpha / beta)**: 3.54 / 9.03 eV
**Spin multiplicity**: 2
**Charge**: 0
**E_LUMO (alpha / beta)**: 0.6178 / 0.4755 eV
**Calculated total energy**: -363.02072 a.u.

Löwdin atomic charge list, values in e, 2 entries: atom 1 (C): -0.1188, atom 2 (C): -0.3868

---

> calculated total energy of number 1 (C10H21N3O)?

-632.99334 a.u.